A | C3H8N3 | wB97M-V/def2-TZVPD

Structure (ORCA input):
```
! wB97M-V def2-TZVPD RIJCOSX def2/J DEFGRID3
* xyz 1 1
C -0.76 -0.79 -1.44
C -1.45 0.09 0.11
C 1.78 0.53 0.76
N -0.90 0.54 -1.09
N -1.53 -1.21 -0.43
N 0.67 -0.13 1.25
H -0.40 -1.34 -2.28
H -2.21 0.62 0.70
H 2.45 -0.12 0.28
H 1.58 1.12 -0.20
H 2.25 1.28 1.44
H -0.16 1.32 -1.15
H -1.90 -2.06 -0.15
H 0.56 0.16 2.20
*
```

Results
LUMO energy (alpha / beta)	-0.18683 / -0.20538	Ha
M	86.118	g mol⁻¹
orbital gap (alpha / beta)	8.36 / 8.51	eV



B | C3H8N3 | wB97M-V/def2-TZVPD

Structure (ORCA input):
```
! wB97M-V def2-TZVPD RIJCOSX def2/J DEFGRID3
* xyz 1 1
C -3.45 1.09 -2.15
C -3.44 -0.34 -0.64
C 6.19 0.50 3.06
N -2.82 1.48 -3.09
N 5.93 -0.62 2.55
N -3.46 -1.57 -1.01
H -4.48 1.38 -1.74
H -3.74 0.03 0.31
H 6.51 0.60 4.13
H 6.19 1.46 2.60
H 5.56 -0.66 1.61
H -1.94 1.06 -3.44
H -3.11 -2.11 -1.82
H -3.94 -2.30 -0.35
*
```

Results
LUMO energy	-0.19001	Ha
M	86.118	g mol⁻¹
orbital gap	6.09	eV



C | C3H8N3 | wB97M-V/def2-TZVPD

Structure (ORCA input):
```
! wB97M-V def2-TZVPD RIJCOSX def2/J DEFGRID3
* xyz 1 1
C 1.60 -0.18 0.52
C 1.42 -0.58 -0.95
C -1.28 0.36 0.35
N -2.32 0.89 0.16
N -3.48 1.55 0.03
N 1.86 -1.53 0.11
H 2.46 0.31 0.77
H 0.65 0.06 1.08
H 0.36 -0.64 -1.34
H 2.14 -0.09 -1.58
H 2.90 -1.89 0.14
H 1.20 -2.28 0.43
H -3.95 1.67 0.93
H -3.56 2.37 -0.65
*
```

Results
LUMO energy	-0.12345	Ha
M	86.118	g mol⁻¹
orbital gap	9.89	eV



D | C3H8N3 | wB97M-V/def2-TZVPD

Structure (ORCA input):
```
! wB97M-V def2-TZVPD RIJCOSX def2/J DEFGRID3
* xyz 1 1
C -2.04 -0.51 0.66
N -0.54 -0.14 0.01
N -0.40 -0.28 -1.24
N 0.85 -0.10 -1.54
C 1.54 0.53 -0.36
C 0.62 0.09 0.79
H -2.43 0.52 0.71
H -1.78 -0.70 1.72
H -2.41 -1.30 0.10
H 1.14 -0.09 -2.59
H 1.38 1.59 -0.63
H 2.50 0.25 -0.39
H 1.09 -0.84 1.33
H 0.49 0.97 1.44
*
```

Results
SMILES string	C[N+]1=NNCC1
LUMO energy	-0.15711	Ha
M	86.118	g mol⁻¹
orbital gap	10.56	eV



Least stable = A



A | C3H8N3 | wB97M-V/def2-TZVPD

Structure (ORCA input):
```
! wB97M-V def2-TZVPD RIJCOSX def2/J DEFGRID3
* xyz 1 1
C 1.73 -0.55 -0.42
C 1.53 0.23 0.85
C -0.69 0.90 -0.45
N -1.52 0.22 0.41
N -2.29 -0.68 0.10
N 0.25 -0.03 0.20
H 1.80 0.12 -1.24
H 1.98 -1.55 -0.50
H 1.67 -0.29 1.76
H 2.03 1.20 0.86
H -0.82 0.69 -1.46
H -0.70 1.98 -0.06
H -2.31 -1.05 -0.91
H -2.66 -1.19 0.85
*
```

Results
LUMO energy (alpha / beta)	-0.17183 / -0.17182	Ha
M	86.118	g mol⁻¹
orbital gap (alpha / beta)	9.72 / 9.72	eV



B | C3H8N3 | wB97M-V/def2-TZVPD

Structure (ORCA input):
```
! wB97M-V def2-TZVPD RIJCOSX def2/J DEFGRID3
* xyz 1 1
C -0.10 0.98 0.31
C 1.75 1.69 -1.27
C -1.20 -1.28 0.17
N 3.13 0.52 0.21
N 2.58 1.00 -0.80
N -0.36 -0.21 0.80
H 0.51 1.73 0.79
H -0.46 1.10 -0.66
H 1.46 2.34 -2.09
H -0.70 -1.95 -0.55
H -1.46 -2.11 0.92
H -2.16 -0.77 -0.31
H 3.28 -0.47 0.02
H 0.19 -0.49 1.63
*
```

Results
LUMO energy (alpha / beta)	-0.18691 / -0.18690	Ha
M	86.118	g mol⁻¹
orbital gap (alpha / beta)	8.06 / 8.06	eV



Least stable = A



A | C6H16 | wB97M-V/def2-TZVPD

Structure (ORCA input):
```
! wB97M-V def2-TZVPD RIJCOSX def2/J DEFGRID3
* xyz 0 1
C -0.81 -3.05 -0.68
C -0.39 -1.63 -0.95
C -0.77 -1.29 -2.40
H -0.88 -3.27 0.40
H -0.16 -3.76 -1.17
H -1.89 -3.13 -0.86
H -0.72 -0.89 -0.22
H 0.69 -1.43 -0.80
H -0.54 -2.02 -3.16
H -1.83 -1.08 -2.49
H -0.30 -0.34 -2.69
C 0.25 2.71 0.49
C 0.18 2.00 1.89
C 1.48 1.22 2.03
H 0.90 2.19 -0.20
H 0.54 3.77 0.53
H -0.70 2.72 -0.05
H 0.06 2.84 2.57
H -0.68 1.35 1.75
H 1.49 0.41 1.30
H 2.26 1.95 1.78
H 1.82 0.74 2.94
*
```

Results
SMILES string	CCC.CCC
LUMO energy	0.03886	Ha
M	88.194	g mol⁻¹
orbital gap	12.25	eV



B | C6H16 | wB97M-V/def2-TZVPD

Structure (ORCA input):
```
! wB97M-V def2-TZVPD RIJCOSX def2/J DEFGRID3
* xyz 0 1
C 1.71 0.90 -1.71
C 0.92 1.38 -0.39
C 0.61 0.22 0.57
C 1.72 2.52 0.32
H 2.82 0.66 -1.54
H 1.82 1.65 -2.41
H 1.26 0.09 -2.22
H 0.00 1.88 -0.61
H 1.38 -0.11 1.31
H -0.49 0.23 1.04
H 0.54 -0.70 -0.07
H 1.29 3.44 -0.16
H 1.38 2.67 1.32
H 2.83 2.46 0.32
C -1.65 -2.31 1.08
C -2.77 -2.06 0.02
H -2.18 -2.16 2.08
H -1.24 -3.30 1.11
H -0.71 -1.65 0.91
H -2.49 -2.09 -1.06
H -3.04 -1.03 -0.01
H -3.73 -2.68 0.10
*
```

Results
SMILES string	CC(C)C.CC
LUMO energy	0.03775	Ha
M	88.194	g mol⁻¹
orbital gap	11.90	eV



C | C6H16 | wB97M-V/def2-TZVPD

Structure (ORCA input):
```
! wB97M-V def2-TZVPD RIJCOSX def2/J DEFGRID3
* xyz 0 1
C -1.39 3.13 -0.70
C -0.66 1.74 -0.76
C -1.67 0.66 -1.14
H -2.47 3.00 -0.78
H -1.06 3.77 0.11
H -1.19 3.68 -1.62
H -0.23 1.59 0.21
H 0.09 1.85 -1.54
H -2.67 0.86 -0.74
H -1.51 -0.33 -0.73
H -1.72 0.52 -2.22
C 1.45 -2.73 -0.09
C 1.19 -1.37 0.59
C 1.14 -1.45 2.10
H 0.63 -3.41 -0.21
H 2.11 -3.28 0.59
H 2.03 -2.59 -1.00
H 2.09 -0.84 0.28
H 0.35 -0.79 0.21
H 0.49 -2.23 2.49
H 2.12 -1.72 2.48
H 0.81 -0.55 2.62
*
```

Results
SMILES string	CCC.CCC
LUMO energy	0.03974	Ha
M	88.194	g mol⁻¹
orbital gap	12.30	eV



D | C6H16 | wB97M-V/def2-TZVPD

Structure (ORCA input):
```
! wB97M-V def2-TZVPD RIJCOSX def2/J DEFGRID3
* xyz 0 1
C -1.65 0.99 -0.80
C -1.09 0.05 0.18
C -0.95 0.39 1.61
C -1.93 -1.38 -0.02
H -2.05 0.45 -1.79
H -0.93 1.66 -1.18
H -2.60 1.54 -0.46
H -0.04 -0.21 -0.28
H 0.00 0.90 1.73
H -1.83 0.98 2.05
H -0.61 -0.31 2.40
H -1.61 -1.61 -1.10
H -1.20 -1.88 0.57
H -2.92 -1.42 0.15
C 2.38 -0.70 -0.10
C 2.87 0.64 -0.81
H 2.23 -0.40 0.92
H 1.46 -1.16 -0.46
H 3.19 -1.51 -0.13
H 3.44 1.12 0.12
H 2.06 1.30 -1.18
H 3.57 0.61 -1.70
*
```

Results
SMILES string	CC(C)C.CC
LUMO energy	0.03457	Ha
M	88.194	g mol⁻¹
orbital gap	10.87	eV



Least stable = D



A | C6H16 | wB97M-V/def2-TZVPD

Structure (ORCA input):
```
! wB97M-V def2-TZVPD RIJCOSX def2/J DEFGRID3
* xyz 0 1
C 0.15 -3.00 -0.08
C -0.18 -1.47 0.03
C 1.18 -0.77 -0.21
C -1.08 -1.18 -1.20
H 1.01 -3.35 0.53
H 0.32 -3.18 -1.17
H -0.79 -3.62 -0.01
H -0.79 -1.28 0.94
H 1.66 -0.96 -1.08
H 1.15 0.24 -0.25
H 1.81 -1.10 0.59
H -0.60 -0.69 -1.98
H -1.41 -2.02 -1.74
H -2.03 -0.67 -0.85
C 0.60 2.53 0.84
C -0.82 3.21 0.77
H 0.64 1.74 1.62
H 0.88 2.02 -0.10
H 1.40 3.32 1.00
H -0.86 3.80 -0.12
H -0.73 3.92 1.66
H -1.54 2.51 0.81
*
```

Results
SMILES string	CC(C)C.CC
LUMO energy	0.04029	Ha
M	88.194	g mol⁻¹
orbital gap	12.03	eV



B | C6H16 | wB97M-V/def2-TZVPD

Structure (ORCA input):
```
! wB97M-V def2-TZVPD RIJCOSX def2/J DEFGRID3
* xyz 0 1
C 0.91 -0.98 0.89
C 0.20 -1.63 -0.39
C 1.00 -1.18 -1.67
C 0.13 -3.15 -0.40
H 1.84 -1.36 1.09
H 0.40 -1.30 1.87
H 1.04 0.07 0.76
H -0.77 -1.14 -0.72
H 0.33 -1.30 -2.41
H 1.28 -0.12 -1.54
H 1.96 -1.73 -1.82
H 0.92 -3.66 -0.01
H -0.77 -3.54 -0.01
H 0.21 -3.54 -1.42
C -1.32 3.09 1.46
C -0.90 3.58 0.09
H -2.32 2.80 1.47
H -0.83 2.19 1.73
H -1.12 3.58 2.32
H -1.07 2.60 -0.59
H 0.19 3.82 -0.17
H -1.43 4.29 -0.42
*
```

Results
SMILES string	CC(C)C.CC
LUMO energy	0.03805	Ha
M	88.194	g mol⁻¹
orbital gap	11.72	eV



C | C6H16 | wB97M-V/def2-TZVPD

Structure (ORCA input):
```
! wB97M-V def2-TZVPD RIJCOSX def2/J DEFGRID3
* xyz 0 1
C -2.82 0.50 0.91
C -1.88 -0.34 -0.17
C -0.47 0.28 0.16
C -2.00 -1.84 -0.11
H -2.49 0.41 1.99
H -3.83 -0.01 0.94
H -2.93 1.46 0.58
H -2.08 -0.15 -1.34
H -0.59 1.36 0.42
H -0.21 0.01 1.23
H 0.35 0.12 -0.43
H -3.11 -2.26 -0.12
H -1.52 -2.33 -0.92
H -1.58 -2.23 0.88
C 3.18 0.59 0.27
C 3.23 0.60 -1.27
H 2.36 -0.04 0.61
H 4.08 0.06 0.71
H 2.82 1.63 0.51
H 4.00 0.10 -1.86
H 2.26 0.34 -1.51
H 3.20 1.72 -1.50
*
```

Results
SMILES string	CC(C)C.CC
LUMO energy	0.03900	Ha
M	88.194	g mol⁻¹
orbital gap	11.75	eV



Least stable = C